DFT (ωB97M-V/def2-TZVPD) results for C52H50N4RuSi2Te as an isolated structure in a non-equilibrium geometry.

- Kohn-Sham gap (spin up / spin down) (eV) = 6.2 / 4.5
- LUMO energy (spin up / spin down) (eV) = -3.55 / -5.49
- <S²> = 0.825
- relative energy (zero: lowest compared OMol25 entry of this formula, charge and spin) (kJ/mol) = 0.0
- energy (eV) = -86324.5003

ORCA input file:
```
! RIJCOSX wB97M-V def2-TZVPD def2/J DEFGRID3
* xyz 1 2
Ru -0.092 -0.130 -0.848
C -5.405 -5.710 -1.213
C -5.177 -4.950 -2.352
C -4.248 -3.919 -2.329
C -3.529 -3.645 -1.168
C -3.765 -4.409 -0.029
C -4.702 -5.435 -0.048
C -2.472 -2.582 -1.154
C -2.878 -1.251 -1.296
C -4.263 -0.830 -1.507
C -4.261 0.499 -1.593
C -2.875 0.944 -1.428
C -2.483 2.258 -1.388
C -3.531 3.295 -1.662
C -4.151 3.352 -2.908
C -5.075 4.350 -3.192
C -5.400 5.291 -2.226
C -4.804 5.226 -0.972
C -3.871 4.237 -0.695
C -1.164 2.696 -1.140
N -0.101 1.900 -0.863
C 0.993 2.726 -0.712
C 2.303 2.320 -0.557
C 3.372 3.371 -0.461
C 4.166 3.470 0.677
C 5.185 4.410 0.751
C 5.425 5.263 -0.318
C 4.637 5.173 -1.458
C 3.617 4.232 -1.529
C 2.737 0.978 -0.632
C 4.140 0.556 -0.644
C 4.161 -0.755 -0.894
C 2.771 -1.188 -1.028
N 1.941 -0.095 -0.857
C 2.376 -2.492 -1.206
C 1.039 -2.949 -1.172
C 0.636 -4.355 -1.187
C -0.700 -4.384 -1.100
C -1.151 -2.994 -1.068
N -0.057 -2.162 -1.104
C 3.454 -3.510 -1.431
C 3.789 -4.429 -0.442
C 4.809 -5.348 -0.653
C 5.498 -5.357 -1.859
C 5.161 -4.449 -2.854
C 4.146 -3.526 -2.639
C 0.560 4.117 -0.845
C -0.742 4.095 -1.144
N -2.067 -0.155 -1.235
H -6.130 -6.514 -1.231
H -5.713 -5.170 -3.268
H -4.062 -3.331 -3.221
H -3.217 -4.190 0.882
H -4.873 -6.026 0.843
H -5.114 -1.491 -1.564
H -5.112 1.146 -1.738
H -3.889 2.621 -3.666
H -5.529 4.397 -4.175
H -6.119 6.071 -2.446
H -5.066 5.948 -0.208
H -3.413 4.181 0.287
H 3.976 2.810 1.516
H 5.791 4.478 1.646
H 6.227 5.988 -0.267
H 4.817 5.832 -2.299
H 3.025 4.142 -2.433
H 4.989 1.203 -0.491
H 5.025 -1.398 -0.971
H 1.316 -5.191 -1.256
H -1.348 -5.247 -1.080
H 3.258 -4.413 0.505
H 5.071 -6.050 0.128
H 6.297 -6.069 -2.020
H 5.692 -4.455 -3.798
H 3.878 -2.818 -3.415
H 1.195 4.982 -0.737
H -1.377 4.937 -1.367
C -2.223 -0.087 4.749
Si -2.596 -1.113 3.233
C -3.236 -0.077 1.837
C -3.807 -2.444 3.693
C -1.012 -2.022 2.707
Te 0.537 -1.035 1.648
C 0.745 0.667 2.900
Si 1.967 0.385 4.322
C 3.665 0.563 3.590
C 1.594 1.653 5.620
C 1.800 -1.334 5.020
H -3.052 -0.168 5.459
H -2.100 0.975 4.518
H -1.318 -0.432 5.259
H -3.876 0.735 2.197
H -3.829 -0.687 1.147
H -2.420 0.369 1.267
H -4.728 -1.995 4.082
H -3.398 -3.089 4.478
H -4.078 -3.074 2.840
H -1.257 -2.869 2.054
H -0.512 -2.432 3.590
H -0.246 0.964 3.246
H 1.125 1.450 2.234
H 3.897 1.611 3.378
H 3.741 -0.001 2.654
H 4.435 0.185 4.271
H 1.532 2.657 5.190
H 2.371 1.666 6.392
H 0.640 1.434 6.109
H 1.962 -2.096 4.251
H 0.822 -1.510 5.481
H 2.559 -1.486 5.794
*
```